(1)
Entry from OMol25: a 2-piece molecular cluster, C5H16BO3P2S2 overall (ωB97M-V with the def2-TZVPD basis set).

Geometry as XYZ:
```
29
Properties=species:S:1:pos:R:3:forces:R:3
H -1.68647 0.33301 -1.42407 -0.0185 -0.0167 0.0322
H 2.40633 1.24256 0.08813 -0.1211 -0.1520 -0.5679
P 4.20883 -1.72658 0.08210 1.9451 0.3492 -1.1230
S 2.04477 -1.56223 -0.24916 0.0331 0.0884 -0.9732
C -1.68386 1.41906 -1.29658 0.0411 0.1419 0.0078
H -2.87074 2.31791 -2.89463 0.0223 0.0237 -0.0175
B 1.01374 -2.80452 0.77165 0.2358 -0.4726 0.7754
C -3.06013 3.30600 -0.93218 0.1713 -0.0412 -0.0498
H -0.78815 1.82725 -1.78231 -0.0315 -0.0212 -0.0443
O -1.62835 1.72841 0.10429 0.1613 -0.1289 -0.2019
S 5.22475 -1.36575 -1.50266 -0.5132 -0.0301 0.3393
H -2.12815 3.50576 1.04212 0.0788 -0.0273 0.0131
O 1.80240 0.18840 2.12480 0.3768 -0.2623 2.0978
H -3.41919 2.29752 0.95859 -0.0066 -0.0012 0.0040
H -2.38387 4.09054 -1.27547 -0.0018 0.0207 0.0019
H 0.19580 0.57089 0.35314 0.1068 -0.0773 -0.3706
C -2.59481 2.75538 0.40719 -0.1500 -0.0108 0.0728
C 1.59376 -4.01352 1.49943 0.5421 0.4672 0.2089
H -4.06427 3.71926 -0.88602 -0.0386 -0.0164 0.0019
H 4.46748 -0.83685 1.12678 -0.5228 -0.0478 0.3797
H -0.67221 -2.36312 -0.06569 -0.1804 0.4077 0.6954
H 1.33206 -4.93678 1.00661 -0.1378 -0.3632 -0.2908
H 4.40995 -3.00988 0.59231 -0.5992 -0.1046 0.3100
H -3.80331 1.42284 -1.69366 -0.0043 -0.0212 0.0010
H 2.65387 -3.98708 1.67517 0.4808 -0.1508 0.0126
P 1.53547 0.34722 0.72333 -0.3885 0.5206 -0.5839
C -2.94340 2.07857 -1.83643 -0.0899 -0.0088 0.0900
O -0.27585 -2.51216 0.81554 -1.1057 0.0231 -1.2230
H 1.11357 -4.03210 2.46769 -0.2855 -0.0883 0.4018
```
Positions in Å, forces in eV/Å.

## Properties
E   -52505.3074 eV
Net charge   +1
2S+1   1

Here are the Mulliken charges for atoms 1 to 4, given in e:
1 H 0.24
2 H 0.18
3 P 0.13
4 S -0.09

(2)
Entry from OMol25: a 4-piece molecular cluster, H8O4 overall (ωB97M-V with the def2-TZVPD basis set).

Geometry as XYZ:
```
12
Properties=species:S:1:pos:R:3:forces:R:3
O -4.70201 -12.40944 17.42153 -0.0479 0.2757 -0.2434
H -5.04134 -12.72121 16.58256 -0.2254 -0.0312 -0.2325
H -4.41930 -10.91394 18.26626 -0.1272 -0.5371 -0.5101
O -4.76342 -14.95476 18.57964 0.0147 -0.0399 0.0372
H -5.42714 -15.49676 18.15311 -0.1934 -0.0695 -0.2306
H -6.39300 -14.36019 14.49591 0.1014 -0.0101 -0.2694
O -6.60089 -14.18215 15.41314 0.1860 0.1144 0.2010
H -7.30763 -14.79301 15.62198 -0.2336 -0.0845 0.0845
H -4.36209 -10.11091 19.54835 -0.0282 0.1368 0.1826
H -4.72679 -13.17835 17.99109 0.0809 -0.4653 0.2662
H -4.50392 -15.45672 19.35225 0.1638 -0.0186 0.2580
O -3.95764 -10.18697 18.68414 0.3088 0.7293 0.4565
```
Positions in Å, forces in eV/Å.

## Properties
E   -8319.9073 eV
2S+1   1
Energy relative to the best compared isomer or geometry (same formula, charge and spin)   17.73 kcal/mol
SMILES   O.O.O.O

Here are the Mulliken charges for atoms 1 to 4, given in e:
1 O -0.69
2 H 0.29
3 H 0.40
4 O -0.65

(3)
Entry from OMol25: one molecule with the formula C3H2FNS (ωB97M-V with the def2-TZVPD basis set).

Geometry as XYZ:
```
8
Properties=species:S:1:pos:R:3:forces:R:3
S -1.28041 -2.00348 -0.26358 1.6103 2.1800 0.0071
H 0.69313 0.00005 1.62107 -1.0959 0.0208 -0.9129
F 0.46663 1.50260 0.32869 -0.0063 0.5421 -0.0778
H -0.96555 0.69524 1.45068 -0.2180 -0.3864 -0.2230
C -0.33642 -0.64053 -0.24828 0.0228 0.4940 -0.6481
C -0.09076 0.37907 0.88165 0.9250 -0.9642 1.1633
C 0.46418 -0.07811 -1.42087 -3.3561 -2.9517 3.9195
N 1.04920 0.14515 -2.34934 2.1183 1.0655 -3.2282
```
Positions in Å, forces in eV/Å.

## Properties
E   -18184.1299 eV
2S+1   1
Energy relative to the best compared isomer or geometry (same formula, charge and spin)   9.61 kcal/mol
SMILES   N#CC(=S)CF

Here are the Mulliken charges for atoms 1 to 4, given in e:
1 S -0.14
2 H 0.22
3 F -0.26
4 H 0.28

Number 1: F_max 0.044 hartree/bohr, LUMO level -4.43 eV, Kohn-Sham gap 8.3 eV. Number 2: F_max 0.018 hartree/bohr, LUMO level 0.20 eV, Kohn-Sham gap 10.3 eV. Number 3: F_max 0.116 hartree/bohr, LUMO level -1.84 eV, Kohn-Sham gap 8.3 eV.